55
Properties=species:S:1:pos:R:3:forces:R:3 method="wB97M-V/def2-TZVPD" orbital_gap_ev=8.191 lumo_ha=-0.1027 total_energy_ha=-1094.675586 multiplicity=1 total_charge=+1 smiles="CCCCOc1cc(C(=O)NCC[NH+](CC)CC)c2ccccc2n1" e_homo_ev=-10.985
C -5.63733 -0.54756 -1.26123 0.14 -0.12 -0.09
C -4.80463 -1.81778 -1.38429 -0.17 -0.01 0.17
C -4.87317 -2.70661 -0.14158 0.45 0.26 0.01
C -4.23486 -2.08783 1.10187 -0.79 -0.25 0.03
H -4.34671 -2.76735 1.95113 0.04 0.15 -0.07
H -4.68177 -1.12209 1.34095 0.03 -0.16 0.05
O -2.82509 -1.92691 0.92505 0.32 -0.22 -0.11
C -2.34486 -0.71672 0.67920 -0.02 0.96 0.00
N -3.10302 0.34721 0.70831 -0.04 -0.97 0.14
C -2.57399 1.55422 0.43504 0.60 0.35 -0.13
C -3.43864 2.66660 0.42803 0.08 0.19 -0.08
C -2.96528 3.91024 0.11264 -0.15 -0.15 0.05
C -1.61693 4.08958 -0.22405 0.28 -0.03 -0.03
C -0.74806 3.03037 -0.21006 -0.02 0.27 -0.06
C -1.19219 1.74321 0.14699 -0.34 -0.09 0.12
C -0.37176 0.57691 0.19612 -0.70 -0.52 -0.04
C -0.94509 -0.64457 0.42663 0.21 0.31 -0.03
H -0.36432 -1.55206 0.45350 0.11 -0.09 -0.03
C 1.09632 0.61574 0.02902 0.14 0.21 0.39
O 1.69746 -0.21337 -0.66097 -0.06 -0.11 -0.33
N 1.75110 1.55024 0.74500 -0.07 0.12 0.07
H 1.19639 2.17503 1.30997 -0.04 -0.04 -0.05
C 3.16258 1.86146 0.58239 0.13 -0.32 -0.11
H 3.36801 2.76652 1.15338 0.00 -0.07 -0.07
C 4.09126 0.74510 1.07403 -0.12 0.53 0.33
N 4.15702 -0.37407 0.10657 -0.55 -0.07 -0.31
C 4.41491 -1.67504 0.76923 -0.04 -0.59 0.31
C 3.16203 -2.23979 1.41757 0.08 0.08 -0.08
H 3.38429 -3.21767 1.83451 0.03 -0.06 0.05
H 2.79304 -1.61215 2.22494 -0.06 0.05 0.09
H 2.37464 -2.35753 0.67721 -0.09 -0.04 -0.03
H 4.76141 -2.37569 0.00982 0.07 0.14 0.00
H 5.21408 -1.54297 1.50359 0.02 0.08 -0.14
C 5.11331 -0.11501 -0.99710 0.31 0.06 -0.57
C 4.72443 -0.87457 -2.25519 0.00 0.04 0.14
H 4.80175 -1.95015 -2.12554 0.01 -0.11 -0.01
H 3.70477 -0.63422 -2.54660 -0.08 0.02 -0.07
H 5.38761 -0.59087 -3.06706 0.06 0.01 -0.05
H 5.10999 0.95437 -1.21346 -0.01 -0.03 0.14
H 6.11790 -0.39042 -0.66555 -0.09 0.08 0.12
H 3.15114 -0.40720 -0.33448 0.67 0.04 0.32
H 3.71352 0.36848 2.02586 0.08 -0.01 -0.08
H 5.09677 1.14093 1.23484 -0.02 -0.12 -0.06
H 3.36242 2.07205 -0.47481 0.01 0.08 0.10
H 0.27853 3.18266 -0.51280 0.03 0.05 -0.02
H -1.26469 5.07030 -0.50473 0.05 0.07 -0.04
H -3.63119 4.75897 0.10157 -0.09 0.06 0.01
H -4.47796 2.49950 0.66042 -0.12 -0.03 0.04
H -4.36820 -3.65199 -0.35031 -0.07 -0.08 0.06
H -5.91582 -2.92367 0.09474 -0.05 -0.07 0.05
H -3.76355 -1.55390 -1.58721 0.04 -0.06 -0.10
H -5.16440 -2.40008 -2.23495 0.10 0.00 -0.04
H -5.23071 0.10817 -0.49606 -0.06 0.08 0.06
H -6.66635 -0.79064 -1.00717 -0.16 0.02 0.02
H -5.63610 -0.00734 -2.20492 -0.06 0.11 -0.06


61
Properties=species:S:1:pos:R:3:forces:R:3 method="wB97M-V/def2-TZVPD" orbital_gap_ev=6.664 lumo_ha=-0.2817 total_energy_ha=-1950.986502 multiplicity=1 total_charge=+2 e_homo_ev=-14.328
Sn 0.82558 -0.83005 -1.16214 -1.12 0.88 -0.48
O 1.14173 -3.99936 -4.28156 0.04 0.00 0.05
C 1.36305 -2.99747 -3.48845 0.04 0.12 -0.11
O 0.50703 -2.50517 -2.75520 -0.30 0.08 0.67
C 2.76166 -2.45507 -3.58656 -0.08 0.05 -0.09
O 2.90766 -1.35469 -2.70862 0.06 0.13 -0.07
C 3.93955 -1.53156 -1.72966 -0.05 0.13 0.37
C 3.37658 -2.27787 -0.53243 0.34 -0.01 -0.32
O 3.97590 -3.13856 0.02793 -0.25 0.05 0.24
O 2.15321 -1.84820 -0.15183 0.09 -0.18 -0.01
H 0.23699 -4.34885 -4.20100 -0.04 0.05 0.00
H 2.92971 -2.12521 -4.61426 -0.01 -0.05 -0.03
H 3.46278 -3.26441 -3.37076 0.02 0.02 0.02
H 4.23433 -0.53413 -1.39927 0.10 0.01 -0.10
H 4.80775 -2.06104 -2.11304 -0.03 0.04 -0.16
C 0.56970 4.40866 -3.70112 0.05 -0.07 0.00
C 1.49698 3.35382 -3.53615 -0.02 0.05 -0.03
C 1.10810 2.17788 -2.96862 -0.05 -0.09 0.13
C -0.22393 2.00147 -2.54035 -0.37 0.44 -0.13
C -0.80893 0.90799 -1.93176 1.87 -1.64 0.41
C -2.04729 0.62036 -1.52511 -0.44 0.34 0.03
C -2.96159 1.69392 -1.74389 0.06 -0.20 -0.02
C -2.53275 2.85334 -2.32280 -0.02 0.08 -0.02
C -1.18624 3.04948 -2.72427 0.22 -0.10 -0.08
C -0.72698 4.25398 -3.31124 -0.19 0.09 0.01
H 0.89724 5.33849 -4.14486 -0.01 0.00 -0.01
H 2.51734 3.48378 -3.87041 0.00 0.00 0.01
H 1.80640 1.35276 -2.85330 0.05 -0.01 -0.01
H -2.36703 -0.30567 -1.07238 0.06 0.03 0.06
H -3.99075 1.54922 -1.44519 -0.03 0.07 -0.05
H -3.23682 3.65649 -2.49944 0.01 0.01 0.05
H -1.44086 5.05823 -3.44004 0.02 0.01 -0.02
C -0.92696 -2.08680 4.24501 -0.05 -0.08 0.00
N -0.16525 -1.69332 3.06028 0.09 -0.13 -0.10
C 1.19895 -2.22780 3.00801 0.03 0.09 0.15
P -0.61873 -0.47193 2.09423 -0.13 0.10 0.22
O -0.12195 -0.71202 0.65598 0.01 -0.34 -0.28
N -2.25046 -0.38145 2.04478 -0.02 -0.11 -0.03
C -3.00194 -1.48673 1.44923 0.00 0.05 0.04
C -3.02846 0.45386 2.95826 -0.01 0.09 -0.07
N 0.00282 0.94190 2.61099 0.11 0.09 -0.17
C 0.01286 2.11954 1.74526 -0.09 0.00 0.05
C 0.28361 1.21839 4.01954 0.05 -0.04 0.01
H -0.92443 -3.17357 4.32901 -0.02 -0.01 -0.04
H -1.95756 -1.74988 4.17187 0.00 0.00 0.00
H -0.49228 -1.68026 5.16143 0.03 0.02 -0.02
H 1.16579 -3.31418 3.08940 -0.03 0.00 -0.02
H 1.80614 -1.84004 3.83025 -0.02 0.00 0.01
H 1.66884 -1.96693 2.06680 0.03 -0.01 0.00
H -2.34941 -2.08324 0.81365 -0.03 -0.03 -0.01
H -3.82427 -1.09213 0.84849 0.00 0.00 0.01
H -3.42668 -2.14209 2.21400 0.01 0.00 0.01
H -2.41053 1.25220 3.36091 -0.02 0.01 0.00
H -3.43821 -0.12506 3.78999 0.02 -0.02 -0.01
H -3.86230 0.90349 2.41761 0.01 0.01 -0.01
H -0.09413 1.82026 0.70377 -0.03 0.04 -0.01
H 0.95855 2.65027 1.86337 0.01 -0.02 0.01
H -0.80041 2.80809 1.99155 0.01 -0.01 0.01
H 0.36643 0.29005 4.57775 0.01 0.01 0.02
H -0.49634 1.83406 4.47454 -0.01 0.00 -0.02
H 1.23017 1.75273 4.10188 0.01 -0.02 -0.02